# 1
Molecular formula: C3H2BrF3
Method: DFT, ωB97M-V/def2-TZVPD

As for the SMILES: FC#CF.FCBr. The value obtained for the energy above the lowest of the compared OMol25 structures with the same formula, charge and spin is 88.2 kcal per mole. The calculation puts the HOMO-LUMO gap at 10.8240 eV. The value obtained for the LUMO energy is 0.5 eV. The calculation puts the largest force on an atom at 0.0743 Eh/bohr.

ORCA input file:
```
! RIJCOSX wB97M-V def2-TZVPD def2/J DEFGRID3
* xyz 0 1
Br -1.665 -0.788 -1.198
F 0.907 1.926 -1.610
H -0.158 -0.941 0.839
H -0.833 -2.605 0.278
F 0.149 2.114 2.033
C -0.245 -1.672 -0.046
C 0.424 1.905 0.792
C 0.552 1.973 -0.381
F 0.868 -1.912 -0.707
*
```

=====

# 2
Molecular formula: C3H2BrNO2
Method: DFT, ωB97M-V/def2-TZVPD

The value obtained for the energy above the lowest of the compared OMol25 structures with the same formula, charge and spin is 83.9 kcal per mole. The calculation puts the HOMO-LUMO gap (alpha / beta) at 5.7490 / 8.1280 eV. The value obtained for the LUMO energy (alpha / beta) is 0.1 / -2.1 eV. The expectation value of S² is 2.0330. The calculation puts the largest force on an atom at 0.2188 Eh/bohr.

ORCA input file:
```
! RIJCOSX wB97M-V def2-TZVPD def2/J DEFGRID3
* xyz 0 3
N -1.455 0.327 0.128
C 0.932 -2.025 0.185
O 1.053 -0.902 -0.103
C 0.939 0.449 0.047
C -0.398 1.072 -0.005
O 0.963 -3.157 0.051
H 1.666 1.132 -0.252
H -0.506 2.096 -0.083
Br -3.194 1.008 0.031
*
```

=====

# 3
Molecular formula: C3H2BrNS
Method: DFT, ωB97M-V/def2-TZVPD

The value obtained for the energy above the lowest of the compared OMol25 structures with the same formula, charge and spin is 8.2 kcal per mole. The calculation puts the HOMO-LUMO gap at 8.4715 eV. The value obtained for the LUMO energy is -1.1 eV. The calculation puts the largest force on an atom at 0.0803 Eh/bohr.

ORCA input file:
```
! RIJCOSX wB97M-V def2-TZVPD def2/J DEFGRID3
* xyz 0 1
C -0.230 0.009 -0.453
C 0.741 -0.683 0.495
H 0.542 -0.500 1.492
N -0.602 2.498 0.135
Br -1.786 -0.911 0.117
C -0.356 1.429 -0.188
H -0.175 -0.116 -1.551
S 1.867 -1.724 -0.046
*
```

=====

# 4
Molecular formula: C3H2Cl2FO3
Method: DFT, ωB97M-V/def2-TZVPD

The value obtained for the energy above the lowest of the compared OMol25 structures with the same formula, charge and spin is 24.8 kcal per mole. The calculation puts the HOMO-LUMO gap at 7.5805 eV. The value obtained for the LUMO energy is 3.5 eV. The calculation puts the largest force on an atom at 0.1004 Eh/bohr.

ORCA input file:
```
! RIJCOSX wB97M-V def2-TZVPD def2/J DEFGRID3
* xyz -1 1
Cl -1.785 -1.859 1.001
O -0.809 1.182 1.101
H -1.271 1.057 -0.928
O 1.386 0.758 -1.494
O 1.588 0.969 0.767
C 0.970 0.824 -0.406
C -0.554 0.880 -0.048
C -0.493 -1.293 -0.117
Cl -0.601 -2.013 -1.728
F 0.711 -1.795 0.458
H 0.858 1.289 1.393
*
```

=====

# 5
Molecular formula: C3H2Cl2N2
Method: DFT, ωB97M-V/def2-TZVPD

The value obtained for the energy above the lowest of the compared OMol25 structures with the same formula, charge and spin is 160.9 kcal per mole. The calculation puts the HOMO-LUMO gap at 9.1780 eV. The value obtained for the LUMO energy is -0.2 eV. The calculation puts the largest force on an atom at 0.0831 Eh/bohr.

ORCA input file:
```
! RIJCOSX wB97M-V def2-TZVPD def2/J DEFGRID3
* xyz 0 1
N 0.252 0.030 -0.155
H -1.008 1.263 1.008
Cl 2.355 -1.801 0.590
N -0.901 0.494 0.327
C 1.609 -0.300 -0.181
C 0.650 -0.511 -1.310
C -1.927 -0.026 -0.365
H 2.324 0.434 -0.207
Cl -3.353 0.418 0.292
*
```

=====

# 6
Molecular formula: C3H2Cl2N2O
Method: DFT, ωB97M-V/def2-TZVPD

The value obtained for the energy above the lowest of the compared OMol25 structures with the same formula, charge and spin is 101.3 kcal per mole. The calculation puts the HOMO-LUMO gap (alpha / beta) at 7.1784 / 7.0201 eV. The value obtained for the LUMO energy (alpha / beta) is -2.1 / -2.1 eV. The calculation puts the largest force on an atom at 0.0501 Eh/bohr.

ORCA input file:
```
! RIJCOSX wB97M-V def2-TZVPD def2/J DEFGRID3
* xyz 0 1
Cl -0.961 -0.672 1.936
H -0.672 1.851 -0.046
C -0.357 0.896 -0.517
C -0.667 -1.167 0.271
N 1.474 -0.582 0.181
O 1.519 1.685 0.533
Cl -0.473 0.585 -2.202
N 0.573 -1.462 -0.056
C 0.980 0.677 0.157
H -1.415 -1.811 -0.259
*
```

=====

# 7
Molecular formula: C3H2Cl2N2O
Method: DFT, ωB97M-V/def2-TZVPD

As for the SMILES: O=C1N=NCC1(Cl)Cl. The value obtained for the energy above the lowest of the compared OMol25 structures with the same formula, charge and spin is 43.4 kcal per mole. The calculation puts the HOMO-LUMO gap at 8.8126 eV. The value obtained for the LUMO energy is -1.2 eV. The calculation puts the largest force on an atom at 0.0958 Eh/bohr.

ORCA input file:
```
! RIJCOSX wB97M-V def2-TZVPD def2/J DEFGRID3
* xyz 0 1
N -1.774 -0.513 -1.630
Cl -1.103 2.633 0.277
H 0.065 -0.699 0.488
O -3.615 0.623 -0.914
C -1.420 0.897 0.368
Cl -1.902 0.386 2.007
H 0.434 0.760 -0.348
C -0.260 0.087 -0.166
N -0.603 -0.679 -1.377
C -2.477 0.323 -0.757
*
```

=====

# 8
Molecular formula: C3H2Cl2O2
Method: DFT, ωB97M-V/def2-TZVPD

As for the SMILES: C=C(Cl)Cl.O=C=O. The value obtained for the energy above the lowest of the compared OMol25 structures with the same formula, charge and spin is 10.0 kcal per mole. The calculation puts the HOMO-LUMO gap at 10.3400 eV. The value obtained for the LUMO energy is 0.5 eV. The calculation puts the largest force on an atom at 0.0532 Eh/bohr.

ORCA input file:
```
! RIJCOSX wB97M-V def2-TZVPD def2/J DEFGRID3
* xyz 0 1
C 1.406 0.379 0.373
O -1.848 -1.286 0.543
O -1.791 -0.907 -1.718
H -0.440 0.744 1.014
C 0.186 0.812 0.158
Cl 2.500 0.024 -1.003
H -0.222 1.378 -0.627
C -1.847 -1.113 -0.595
Cl 2.057 -0.032 1.854
*
```

=====

# 9
Molecular formula: C3H2Cl3N
Method: DFT, ωB97M-V/def2-TZVPD

The value obtained for the energy above the lowest of the compared OMol25 structures with the same formula, charge and spin is 63.7 kcal per mole. The calculation puts the HOMO-LUMO gap at 9.5823 eV. The value obtained for the LUMO energy is -1.6 eV. The calculation puts the largest force on an atom at 0.1077 Eh/bohr.

ORCA input file:
```
! RIJCOSX wB97M-V def2-TZVPD def2/J DEFGRID3
* xyz 0 1
N 3.965 0.830 0.407
C 2.827 0.828 0.401
Cl 0.849 -0.947 1.547
H -0.916 0.116 0.476
Cl 0.477 2.357 1.823
H 0.293 -0.371 -0.624
C 0.723 1.391 0.328
C 0.054 0.081 0.251
Cl 0.553 2.291 -1.208
*
```

=====

# 10
Molecular formula: C3H2Cl6O2
Method: DFT, ωB97M-V/def2-TZVPD

As for the SMILES: O=C(O)C(Cl)(Cl)Cl.ClC(Cl)Cl. The value obtained for the energy above the lowest of the compared OMol25 structures with the same formula, charge and spin is 0.0 kcal per mole. The calculation puts the HOMO-LUMO gap at 11.3780 eV. The value obtained for the LUMO energy is 0.3 eV. The calculation puts the largest force on an atom at 0.0653 Eh/bohr.

ORCA input file:
```
! RIJCOSX wB97M-V def2-TZVPD def2/J DEFGRID3
* xyz 0 1
Cl -1.138 0.798 -1.713
C -1.492 1.440 -0.081
O 1.211 0.350 0.858
Cl 3.305 -0.901 2.529
Cl 4.287 -0.629 -0.165
Cl 3.004 -2.996 0.482
H -0.459 1.322 0.379
C 2.978 -1.266 0.773
O 1.129 -1.141 -0.820
Cl -1.726 3.160 -0.238
C 1.660 -0.604 0.294
Cl -2.986 0.777 0.661
H 0.313 -0.698 -1.339
*
```

=====

# 11
Molecular formula: C3H2ClF
Method: DFT, ωB97M-V/def2-TZVPD

As for the SMILES: C#C[C@H](F)Cl. The value obtained for the energy above the lowest of the compared OMol25 structures with the same formula, charge and spin is 35.0 kcal per mole. The calculation puts the HOMO-LUMO gap at 10.5580 eV. The value obtained for the LUMO energy is 0.3 eV. The calculation puts the largest force on an atom at 0.1638 Eh/bohr.

ORCA input file:
```
! RIJCOSX wB97M-V def2-TZVPD def2/J DEFGRID3
* xyz 0 1
C 0.010 0.638 0.372
C -2.455 -0.546 -0.077
F 0.389 1.628 -0.246
H -0.062 0.756 1.340
Cl 1.297 -0.835 -0.043
C -1.253 -0.095 0.016
H -3.291 -1.203 -0.261
*
```

=====

# 12
Molecular formula: C3H2ClF
Method: DFT, ωB97M-V/def2-TZVPD

As for the SMILES: C=C=C(F)Cl. The value obtained for the energy above the lowest of the compared OMol25 structures with the same formula, charge and spin is 28.0 kcal per mole. The calculation puts the HOMO-LUMO gap at 9.7628 eV. The value obtained for the LUMO energy is 0.1 eV. The calculation puts the largest force on an atom at 0.1124 Eh/bohr.

ORCA input file:
```
! RIJCOSX wB97M-V def2-TZVPD def2/J DEFGRID3
* xyz 0 1
C -0.151 0.020 -0.186
Cl -1.571 2.257 -3.283
H 0.879 -0.458 -0.408
H -0.399 0.657 0.715
C -0.978 0.451 -1.286
F -2.850 -0.027 -2.785
C -1.783 0.797 -2.371
*
```

=====

# 13
Molecular formula: C3H2ClFN2S
Method: DFT, ωB97M-V/def2-TZVPD

As for the SMILES: Fc1c(Cl)[nH][nH]c1=S. The value obtained for the energy above the lowest of the compared OMol25 structures with the same formula, charge and spin is 60.2 kcal per mole. The calculation puts the HOMO-LUMO gap at 9.1217 eV. The value obtained for the LUMO energy is 0.5 eV. The calculation puts the largest force on an atom at 0.1029 Eh/bohr.

ORCA input file:
```
! RIJCOSX wB97M-V def2-TZVPD def2/J DEFGRID3
* xyz 0 1
N -0.107 -0.852 -0.006
C -1.006 -1.846 0.023
N -0.518 0.506 -0.196
H -0.167 1.271 0.348
S -0.648 -3.423 -0.117
C -1.933 0.456 -0.018
H 0.878 -0.897 -0.017
F -3.571 -1.425 0.134
Cl -2.913 1.844 -0.133
C -2.414 -0.793 0.080
*
```

=====

# 14
Molecular formula: C3H2ClN
Method: DFT, ωB97M-V/def2-TZVPD

The value obtained for the energy above the lowest of the compared OMol25 structures with the same formula, charge and spin is 123.6 kcal per mole. The calculation puts the HOMO-LUMO gap (alpha / beta) at 9.6023 / 7.2317 eV. The value obtained for the LUMO energy (alpha / beta) is -0.4 / -1.6 eV. The calculation puts the largest force on an atom at 0.1274 Eh/bohr.

ORCA input file:
```
! RIJCOSX wB97M-V def2-TZVPD def2/J DEFGRID3
* xyz 0 1
H -0.877 -1.217 -0.725
C -0.025 -1.023 -0.184
H 0.024 1.505 0.756
C -0.663 0.951 0.220
N 2.461 -0.736 0.023
C 1.317 -0.859 -0.120
Cl -2.238 1.378 0.030
*
```

=====

# 15
Molecular formula: C3H2ClN2S2
Method: DFT, ωB97M-V/def2-TZVPD

As for the SMILES: Nc1nc([S-])c(Cl)s1. The value obtained for the energy above the lowest of the compared OMol25 structures with the same formula, charge and spin is 0.0 kcal per mole. The calculation puts the HOMO-LUMO gap at 5.7160 eV. The value obtained for the LUMO energy is 3.0 eV. The calculation puts the largest force on an atom at 0.0684 Eh/bohr.

ORCA input file:
```
! RIJCOSX wB97M-V def2-TZVPD def2/J DEFGRID3
* xyz -1 1
C -0.250 0.732 -0.362
H -1.846 1.549 -1.352
S -0.942 -0.916 -0.730
S 2.057 -0.649 2.338
Cl 0.339 -3.208 0.875
C 0.969 -0.608 1.075
C 0.213 -1.536 0.468
N -0.904 1.721 -1.062
H -0.294 2.079 -1.765
N 0.658 0.835 0.515
*
```